1.
{
  "formula": "C3H8N4O",
  "method": "ωB97M-V/def2-TZVPD",
  "e_lumo_ev": 0.862,
  "charge": 0,
  "total_energy_ev": -11247.881,
  "smiles": "C/N=C/NNC(N)=O",
  "homo_energy_ev": -9.53,
  "gap_ev": 10.4,
  "species": ["C", "C", "C", "H", "H", "H", "H", "H", "H", "H", "H", "N", "N", "N", "N", "O"],
  "xyz": [[2.7454, 0.4121, 0.3466], [0.6106, -0.6843, 0.1267], [-2.3188, 0.0612, 0.0041], [3.7883, 0.2117, -0.0769], [2.6014, 1.5181, 0.3635], [2.7674, 0.0819, 1.3499], [0.4931, -0.6641, 1.1758], [-0.3055, -0.9395, -1.5578], [-2.1030, -1.9393, 0.3012], [-0.6874, 1.1537, -0.4777], [-2.1601, 2.0058, -0.3970], [1.6384, -0.1244, -0.4373], [-0.3731, -1.2588, -0.5829], [-1.5932, -1.1327, 0.0042], [-1.6806, 1.1410, -0.6699], [-3.4230, 0.1575, 0.5276]],
  "atomic_forces_ev_per_a": [[0.31, 1.09, -1.24], [4.47, 2.12, -0.47], [-0.46, 0.60, 0.14], [-1.67, 0.10, 0.14], [0.39, -0.63, -0.02], [-0.11, -0.51, 1.35], [-0.30, -0.37, 1.39], [-0.36, -0.54, 0.21], [-0.01, -0.41, -0.04], [0.11, 0.36, -0.29], [0.41, -0.49, -0.25], [-1.24, -1.23, 0.06], [-0.24, -0.15, -1.59], [-1.73, 1.19, 0.20], [-0.80, -0.76, 1.13], [1.21, -0.35, -0.73]]
}



2.
{
  "formula": "C3H8N4O",
  "method": "ωB97M-V/def2-TZVPD",
  "e_lumo_ev": [-0.474, -0.335],
  "charge": 0,
  "total_energy_ev": -11241.314,
  "homo_energy_ev": [-7.92, -8.50],
  "gap_ev": [7.4, 8.2],
  "species": ["C", "C", "C", "N", "N", "N", "N", "O", "H", "H", "H", "H", "H", "H", "H", "H"],
  "xyz": [[0.3246, -0.6583, -0.3065], [-0.0423, 0.7431, 0.0664], [1.2661, -0.7337, -1.5473], [-1.9003, -0.4545, -0.2466], [-0.9111, -1.3106, -0.3662], [-1.4429, 0.7270, 0.0559], [0.2532, 0.7812, 2.4388], [-2.1211, 1.7599, 0.2304], [0.7799, -0.7523, 0.7426], [0.6185, 1.6247, -0.1492], [1.1002, -0.0305, -2.3321], [1.1699, -1.6880, -2.0139], [2.3281, -0.5387, -1.0462], [-1.1140, -2.1868, -0.7876], [0.4185, 1.8161, 2.5675], [-0.7272, 0.9012, 2.6940]],
  "atomic_forces_ev_per_a": [[2.64, 1.79, 1.26], [-0.22, 0.14, 0.43], [2.05, 0.10, 3.04], [-2.47, 0.58, 0.30], [-0.04, 0.37, 0.27], [1.74, 0.67, -0.78], [-0.14, 1.72, -0.88], [-0.79, -0.10, 0.15], [0.50, -1.51, -1.50], [-1.33, -0.88, 0.39], [-0.43, 0.91, -0.17], [0.46, -0.94, -0.06], [-1.97, -0.67, -1.68], [-0.08, -0.38, -0.26], [0.75, -0.94, -0.38], [-0.67, -0.86, -0.12]]
}



3.
{
  "formula": "C3H8N4O2",
  "method": "ωB97M-V/def2-TZVPD",
  "e_lumo_ev": 0.763,
  "charge": 0,
  "total_energy_ev": -13293.454,
  "smiles": "[H]/N=C(/CNC(N)=O)ON",
  "homo_energy_ev": -9.48,
  "gap_ev": 10.2,
  "species": ["C", "N", "C", "C", "N", "N", "O", "N", "O", "H", "H", "H", "H", "H", "H", "H", "H"],
  "xyz": [[-1.2154, -0.6789, 0.5986], [-0.5924, -1.1861, -0.6327], [0.7911, -1.3234, -0.8755], [-1.2395, 0.6721, -0.0240], [0.9543, 1.6191, 0.7027], [1.5926, -1.3017, 0.2254], [0.1634, 1.1943, -0.4386], [-2.1864, 1.5264, 0.0735], [1.1659, -1.7372, -1.9585], [-1.1794, -1.6361, -1.3262], [1.8674, 1.7816, 0.2720], [0.6011, 2.5574, 0.9007], [1.4811, -0.4809, 0.8162], [2.5590, -1.4955, -0.0030], [-1.9701, 2.3358, -0.5124], [-2.2122, -1.1104, 0.7002], [-0.5805, -0.7365, 1.4815]],
  "atomic_forces_ev_per_a": [[0.80, 0.80, -2.32], [0.96, -2.03, -0.38], [-1.55, -2.03, -0.79], [0.82, 4.12, 3.41], [-0.76, 0.09, -0.16], [0.54, 0.93, 0.79], [-1.96, -0.74, -0.01], [0.93, -1.55, -1.63], [-0.02, 0.50, 0.12], [0.31, 0.18, 0.20], [-0.23, -0.16, -0.06], [0.07, -0.12, 0.18], [0.07, -0.28, 0.12], [-0.15, 0.13, -0.09], [0.06, 0.19, 0.36], [0.23, 0.22, 0.31], [-0.12, -0.24, -0.05]]
}



4.
{
  "formula": "C3H8N4O2",
  "method": "ωB97M-V/def2-TZVPD",
  "e_lumo_ev": [-10.805, -10.805],
  "charge": 2,
  "total_energy_ev": -13273.069,
  "smiles": "N/[NH+]=C(\\O)N/[NH+]=C\\C=O",
  "homo_energy_ev": [-17.82, -17.82],
  "gap_ev": [7.0, 7.0],
  "species": ["C", "C", "C", "N", "N", "N", "N", "O", "O", "H", "H", "H", "H", "H", "H", "H", "H"],
  "xyz": [[-0.6890, 0.0962, 0.4522], [1.8458, 0.0440, -1.2716], [2.0814, -0.9679, -0.1713], [0.5068, 0.1530, 1.1848], [-1.3036, 1.0872, -0.3303], [1.5242, -0.7113, 1.0005], [-2.6338, 0.8826, -0.7449], [-1.5623, -0.9918, 0.5604], [1.0825, 0.9672, -0.9917], [2.4739, 0.0839, -2.1520], [2.6935, -1.8027, -0.2177], [0.5332, 0.7853, 2.0253], [-0.8372, 1.9577, -0.7354], [1.8181, -1.5720, 1.5664], [-2.9593, 0.0507, -0.2852], [-1.4085, -1.6869, 1.1918], [-3.1659, 1.6248, -1.0814]],
  "atomic_forces_ev_per_a": [[-3.90, 0.53, -1.55], [-0.78, 2.12, 1.05], [-2.42, 3.07, 0.57], [-1.49, 1.43, 1.76], [0.27, -1.71, 1.39], [1.99, -3.53, -2.33], [4.07, -2.01, 1.45], [1.49, 2.80, -1.34], [1.84, -1.50, -1.69], [0.20, -0.48, -0.39], [1.36, -1.44, -0.20], [0.22, -1.01, -1.06], [-0.40, -1.63, 1.07], [-1.27, 1.95, 0.99], [-0.98, 0.10, -0.22], [0.57, -0.34, 0.90], [-0.78, 1.64, -0.38]]
}



5.
{
  "formula": "C3H8N4S",
  "method": "ωB97M-V/def2-TZVPD",
  "e_lumo_ev": 0.723,
  "charge": 0,
  "total_energy_ev": -20033.688,
  "smiles": "[H]/N=C(/N/C=N\\N)SC",
  "homo_energy_ev": -9.06,
  "gap_ev": 9.8,
  "species": ["C", "C", "C", "H", "H", "H", "H", "H", "H", "H", "H", "N", "N", "N", "N", "S"],
  "xyz": [[-2.2904, 0.3464, 0.5262], [-0.2866, -0.0983, -1.1209], [2.1323, 0.7062, -0.5188], [-1.6971, -0.5943, 0.9952], [-3.1715, 0.2319, -0.1249], [-2.5807, 0.9925, 1.4507], [-1.8104, -1.3007, -1.3952], [1.4557, -1.0408, -1.4542], [2.6476, 1.2797, -1.3296], [1.0130, -0.8461, 1.0611], [1.6118, -0.3149, 2.5199], [-0.8138, -1.2320, -1.3357], [1.1689, -0.0839, -1.1763], [2.3379, 0.6594, 0.7798], [1.3398, -0.0702, 1.5235], [-1.0564, 1.3653, -0.4008]],
  "atomic_forces_ev_per_a": [[1.10, 0.49, 2.52], [2.11, -0.30, 1.17], [-0.25, -0.20, 1.48], [-1.89, 2.04, -1.51], [0.44, -0.68, 0.60], [0.32, -1.03, -1.70], [-0.49, 0.39, 0.14], [-0.08, 0.98, 0.12], [0.56, -0.06, 1.94], [-0.94, -2.18, -1.44], [0.14, 0.76, -2.11], [0.77, 0.15, -0.57], [-2.67, -1.57, -0.83], [-1.47, -0.05, -1.43], [2.41, 2.39, 1.75], [-0.05, -1.14, -0.13]]
}



6.
{
  "formula": "C3H8N4Si",
  "method": "ωB97M-V/def2-TZVPD",
  "e_lumo_ev": 0.672,
  "charge": 0,
  "total_energy_ev": -17076.536,
  "homo_energy_ev": -9.93,
  "gap_ev": 10.6,
  "species": ["C", "C", "C", "N", "N", "N", "N", "Si", "H", "H", "H", "H", "H", "H", "H", "H"],
  "xyz": [[0.0968, -1.9687, -2.9836], [0.9826, -0.5377, 1.4470], [-1.0275, 0.8712, -0.3410], [-0.1899, -1.7678, -4.0622], [2.8229, -0.2425, -3.1106], [2.1755, -0.1805, -2.1994], [1.3239, -0.1806, -1.4117], [0.8278, 0.7014, -0.0391], [0.3395, -2.1389, -1.9637], [1.3882, -1.4435, 1.1594], [1.4256, -0.0807, 2.3450], [-0.1319, -0.6749, 1.6908], [-1.6237, 0.9829, 0.6013], [-1.2087, 1.8688, -0.7499], [-1.6101, 0.1739, -0.9350], [1.7092, 1.8138, 0.1449]],
  "atomic_forces_ev_per_a": [[-0.03, -0.58, 1.05], [-2.85, 3.10, 0.38], [-0.67, 1.82, 1.28], [-0.32, 0.27, -1.40], [1.18, -0.07, -0.33], [2.22, 0.26, -3.55], [-2.52, -0.23, 2.99], [-1.26, -2.38, 1.46], [0.02, -0.12, 0.06], [1.03, -1.82, -0.35], [0.12, -0.42, -0.35], [1.58, -0.18, -0.12], [0.75, -0.37, -0.31], [0.01, 0.00, -0.53], [0.59, -0.35, -0.28], [0.16, 1.06, -0.01]]
}



7.
{
  "formula": "C3H8N5",
  "method": "ωB97M-V/def2-TZVPD",
  "e_lumo_ev": -4.120,
  "charge": 1,
  "total_energy_ev": -10682.046,
  "smiles": "NN1C=NCC(=[NH2+])N1",
  "homo_energy_ev": -13.52,
  "gap_ev": 9.4,
  "species": ["C", "C", "C", "N", "N", "N", "N", "N", "H", "H", "H", "H", "H", "H", "H", "H"],
  "xyz": [[1.1821, -1.1194, -0.2344], [-1.1037, 0.1346, -0.0056], [-1.0520, -1.3082, 0.2517], [0.1943, -1.8681, -0.1756], [1.2683, 0.1964, 0.2050], [-0.0558, 0.9284, 0.2317], [-2.2211, 0.8343, -0.1601], [2.3365, 1.0713, 0.0699], [2.0108, -1.6538, -0.6045], [-1.0407, -1.5753, 1.2768], [-1.8136, -1.7745, -0.3219], [-0.0733, 1.8630, -0.0815], [-3.0044, 0.3327, -0.4783], [-2.3712, 1.8107, -0.0366], [2.9478, 1.0694, 0.8575], [2.7959, 1.0586, -0.7942]],
  "atomic_forces_ev_per_a": [[0.56, 0.47, 0.25], [-0.07, 4.05, 2.20], [1.05, -0.16, -1.26], [-1.10, -0.69, -1.03], [-0.58, 1.90, 0.40], [1.77, -4.68, -0.46], [-0.28, -1.71, -0.51], [-1.73, -0.34, 0.81], [1.87, 0.43, -0.20], [-1.08, 0.33, 1.40], [-1.07, -0.61, -0.05], [0.63, 1.25, -0.41], [-1.27, -0.57, -0.13], [0.48, 0.66, -0.05], [0.25, -0.17, 0.48], [0.58, -0.16, -1.45]]
}



8.
{
  "formula": "C3H8N5O9P3",
  "method": "ωB97M-V/def2-TZVPD",
  "e_lumo_ev": 3.852,
  "charge": -2,
  "total_energy_ev": -56980.604,
  "homo_energy_ev": 1.55,
  "gap_ev": 2.3,
  "species": ["N", "C", "N", "C", "N", "P", "P", "O", "O", "O", "N", "C", "O", "N", "O", "H", "H", "H", "H", "H", "H", "H", "H", "O", "P", "O", "O", "O"],
  "xyz": [[2.5819, -2.3894, 0.0119], [1.2115, -2.4652, -0.0305], [0.5929, -3.5451, -0.4444], [-0.7081, -3.2982, -0.3453], [-0.9150, -2.0285, 0.1654], [-2.4689, -1.3807, 0.4824], [-2.7527, 0.5159, -0.6185], [-4.0991, 0.9583, -0.2515], [-1.6506, 1.4963, -0.1026], [-2.7123, 0.4063, -2.2484], [0.3320, -1.4722, 0.3273], [0.5260, -0.0955, 0.7759], [1.8359, 0.1740, 1.1424], [2.5300, 0.5976, -0.0241], [3.5956, 0.9617, 0.2358], [3.0673, -3.0390, 0.5921], [3.1295, -1.6808, -0.4329], [-1.5059, -3.9651, -0.5802], [-3.3098, -2.3156, -0.1665], [-1.5643, 2.3480, -0.5657], [-1.7976, 0.2644, -2.5202], [-0.1193, 0.1743, 1.6057], [0.3156, 0.5614, -0.0699], [-0.0030, 3.0783, -0.4835], [0.7809, 3.8595, 0.6179], [0.2482, 5.3008, 0.6919], [2.2788, 3.8178, 0.2506], [0.5807, 3.1605, 1.9851]],
  "atomic_forces_ev_per_a": [[-0.09, -0.07, 0.05], [0.94, 0.34, -0.10], [-0.75, -0.66, -0.15], [0.84, 0.60, 0.22], [-0.33, -1.19, -1.12], [-0.50, 1.45, 1.88], [-0.53, 2.17, -0.33], [-1.13, -0.87, 0.12], [-1.75, -3.73, -0.02], [0.60, -0.44, 0.70], [0.39, -0.83, 0.36], [0.29, 1.44, -0.70], [0.08, -0.73, 0.66], [0.10, 0.48, -0.48], [0.20, -0.12, 0.12], [0.10, -0.16, 0.08], [-0.21, 0.39, 0.06], [-0.29, -0.16, 0.00], [0.56, 0.03, -0.61], [2.05, 1.96, -0.02], [0.16, 0.15, -0.30], [-0.19, -0.10, 0.12], [-0.34, 0.39, 0.09], [-0.36, -0.29, -0.95], [0.38, 0.73, 0.10], [-0.15, -0.04, 0.06], [0.11, -0.32, -0.03], [-0.17, -0.42, 0.19]]
}



Among the records above, which one has the highest charge?
number 4



Look up the charge of the seventh one.
+1